# 1
Formula: C28H43CsF2N4O2PTe
Source: the Open Molecules 2025 dataset
Level of theory: the ωB97M-V functional and the def2-TZVPD basis

Computed properties:
HOMO-LUMO gap (alpha / beta)   5.20 / 6.08 eV
Spin multiplicity   2
E_LUMO (alpha / beta)   -0.75 / -0.75 eV
HOMO energy (alpha / beta)   -0.219 / -0.251 hartree

```
82
Properties=species:S:1:pos:R:3:forces:R:3
Cs 0.562514 0.891501 -0.512878 0.05 -0.36 -0.57
Te 4.098280 -0.433344 0.403168 0.37 0.04 0.03
P 0.142165 0.083652 3.481030 0.01 -0.19 0.02
F -1.678771 0.853035 1.016973 -0.46 0.17 0.07
F -1.494119 2.658946 -0.378515 -0.31 0.25 0.09
O -0.594829 -2.479603 -0.899933 0.02 0.11 0.05
O 4.750762 -0.382319 -2.984321 -0.06 -0.05 0.10
N -0.653104 0.134002 6.174166 0.03 -0.02 -0.03
N 3.039445 0.307087 -1.552069 0.51 -0.23 -0.52
N -1.295999 2.054253 4.830031 0.03 -0.01 -0.02
N -2.451349 -0.072172 4.552404 0.01 -0.01 0.00
C 7.873930 -2.264467 1.816859 0.01 0.02 -0.01
C -1.996352 2.359078 0.926882 -0.28 -0.08 0.15
C -0.773204 -2.085169 -2.255752 0.04 0.04 0.00
C 7.078796 -1.047030 3.698678 0.00 -0.01 0.01
C 8.047425 -1.863171 3.134993 0.00 0.00 -0.01
C 4.619034 1.627395 0.621200 -0.03 -0.01 0.02
C 3.640446 0.111073 -2.716663 -0.13 0.12 0.11
C 5.812060 -1.026471 1.643303 -0.07 -0.07 0.04
C -1.904796 -0.484817 5.915424 0.02 0.01 -0.04
C 2.745387 0.581900 -3.885361 0.08 0.00 -0.01
C 9.257451 -2.298002 3.918928 -0.01 0.00 0.00
C 5.345242 4.333215 0.867222 -0.03 0.01 0.02
C 6.159621 3.426591 0.199876 0.01 -0.01 -0.03
C 4.152657 3.867438 1.393576 0.00 -0.01 0.01
C 4.952608 0.247254 3.672357 0.00 -0.02 -0.02
C 3.780065 2.526877 1.286463 -0.02 -0.04 0.01
C -0.313612 1.858630 3.753431 0.04 0.02 0.03
C 6.674566 -2.367869 -0.361193 -0.01 -0.02 0.02
C -1.582987 -0.607686 3.448251 -0.04 0.01 -0.01
C -0.811742 1.589149 6.120592 -0.01 -0.01 -0.04
C -2.542377 1.469419 4.501680 0.02 -0.02 0.01
C 5.962472 -0.628563 2.976527 -0.03 0.00 0.00
C 2.483704 2.103790 1.937547 0.21 0.01 -0.09
C 5.752489 5.776886 0.994398 -0.01 -0.01 0.00
C 6.739862 1.191210 -0.732053 -0.03 0.02 0.02
C 0.419899 -0.341986 5.274095 -0.02 0.16 0.09
C 5.817917 2.088218 0.049008 0.02 -0.02 0.01
C 6.776272 -1.863695 1.059521 0.03 -0.01 -0.01
H 7.655962 -2.677550 -0.722755 0.00 -0.02 0.02
H 2.640930 1.900576 3.001685 0.00 0.05 0.00
H 1.360275 0.104943 5.602299 0.00 -0.01 0.01
H 5.058781 0.170302 4.755990 0.01 0.00 -0.01
H -1.818295 -1.570944 5.905931 0.00 -0.01 0.00
H -1.522487 1.886067 6.895347 0.00 0.00 0.01
H -3.393464 -0.445974 4.445007 0.00 -0.01 -0.01
H 6.016895 -3.240069 -0.415483 -0.02 0.02 0.00
H 7.503733 1.783105 -1.237130 0.00 0.01 0.01
H -3.067609 2.240237 0.691844 -0.07 0.11 0.08
H 10.165040 -1.832307 3.528976 -0.01 0.00 0.00
H 2.036147 -0.208892 -4.140972 0.02 0.00 -0.01
H 0.529047 -1.422375 5.390886 -0.02 -0.01 -0.01
H 7.187321 -0.728823 4.731621 0.00 0.00 -0.01
H 0.591648 2.413845 4.001997 0.00 -0.01 0.01
H 7.090250 3.775148 -0.237772 -0.01 0.00 0.00
H 3.488951 4.558052 1.905443 0.00 0.00 0.00
H 5.078299 1.295325 3.390543 0.00 0.00 -0.02
H -2.041648 -0.345249 2.498375 -0.02 -0.01 0.02
H -2.839831 1.739134 3.487819 0.01 0.01 -0.01
H 9.166710 -2.023060 4.969889 0.00 0.00 -0.01
H 5.010785 6.350471 1.549952 0.00 0.00 0.00
H 3.372479 0.776904 -4.753796 0.01 0.00 0.01
H 7.244327 0.480918 -0.072774 -0.02 0.02 0.00
H 3.936403 -0.042223 3.395257 -0.01 0.00 0.00
H -1.548873 -1.693255 3.553337 0.01 -0.01 0.02
H 2.187855 1.484621 -3.629655 -0.02 -0.02 -0.02
H 0.166678 -1.761980 -2.712544 0.00 0.00 0.01
H 2.134156 1.173821 1.496543 0.15 0.09 0.41
H 1.706522 2.868156 1.842497 0.10 0.03 0.00
H -1.467903 -1.246091 -2.251375 -0.03 -0.02 -0.02
H 6.189968 0.620890 -1.485024 -0.01 0.01 0.00
H 9.397229 -3.378864 3.861821 0.00 0.00 0.00
H 6.708970 5.869455 1.512457 -0.01 0.00 0.00
H -2.646176 -0.173488 6.652548 -0.01 0.01 0.01
H 5.869596 6.238457 0.012109 0.00 0.00 0.00
H -0.723026 2.272760 2.819419 -0.04 0.01 -0.02
H 8.618772 -2.907147 1.355832 -0.01 0.01 0.01
H 0.148783 2.057018 6.327940 0.01 0.00 0.00
H -3.312071 1.738642 5.226560 -0.01 0.00 0.01
H -1.204470 -2.885784 -2.860526 0.00 -0.02 0.00
H 0.137091 -3.100860 -0.855650 0.04 0.00 -0.02
H 6.269921 -1.625650 -1.050114 0.00 -0.02 0.01
```
Positions in Å, forces in eV/Å.

Here are the Löwdin charges for atoms 1 to 5, given in e: 1.21 1.52 1.06 -0.46 -0.34

# 2
Formula: C8H22CuN2O14S3
Source: the Open Molecules 2025 dataset
Level of theory: the ωB97M-V functional and the def2-TZVPD basis

Computed properties:
HOMO-LUMO gap (alpha / beta)   3.41 / 3.41 eV
Spin multiplicity   2
E_LUMO (alpha / beta)   8.54 / 8.54 eV
Charge   -4
HOMO energy (alpha / beta)   0.188 / 0.189 hartree

```
50
Properties=species:S:1:pos:R:3:forces:R:3
Cu 21.326189 19.796501 11.704213 0.33 0.45 -2.93
S 18.922206 20.436546 10.388280 0.37 -0.80 0.10
S 22.045377 18.317301 8.350725 0.68 0.56 0.36
S 24.128040 19.678077 11.894641 0.36 0.37 -0.18
O 18.775012 19.885467 9.053933 -0.49 0.49 0.19
O 21.758255 16.868546 8.650568 -0.09 -0.39 -0.17
O 25.038659 19.164880 10.884442 0.04 0.10 0.32
O 19.104683 19.338372 11.408922 -0.46 0.17 0.34
O 23.435455 18.420824 7.805747 -0.30 -0.10 0.16
O 21.101803 18.828265 7.333519 -0.01 -0.21 0.12
O 20.233162 21.190218 10.553508 0.36 0.10 0.52
O 24.854988 19.919148 13.174880 -0.31 0.05 0.03
O 19.775914 14.439092 10.275320 -0.67 -0.32 0.33
O 17.797622 21.349936 10.742190 0.03 -0.01 0.27
O 22.998201 18.686764 12.158481 -0.52 -0.54 1.04
O 23.362150 20.882301 11.459006 -0.02 0.24 0.53
O 21.955608 19.091941 9.649325 -0.15 -0.70 -1.02
O 20.520081 21.334203 13.394365 0.41 -0.30 -0.04
N 20.836079 18.654332 13.873106 -0.76 -0.33 0.18
N 21.310225 16.442986 11.382185 -0.09 -1.50 0.24
C 20.186803 14.274528 11.622458 0.59 0.06 -1.02
C 21.674843 15.172218 13.437771 -0.06 -1.07 1.47
C 20.582013 19.566315 14.978587 0.44 -1.33 0.42
C 21.841039 19.792390 15.811330 0.48 1.16 0.31
C 20.161846 22.633647 13.031134 -0.06 0.52 0.06
C 20.456155 13.642693 9.359013 1.13 0.80 -0.08
C 21.439458 15.088343 11.934607 0.62 1.72 0.17
C 19.891928 20.851179 14.532997 0.56 0.79 0.55
H 19.070355 22.753172 13.021816 0.04 -0.04 -0.08
H 21.493339 16.334050 10.374122 -0.62 0.96 -0.45
H 20.447725 13.205537 11.745342 -0.37 -0.08 0.49
H 22.109767 16.087787 13.838004 0.12 0.21 -0.65
H 22.314992 14.577205 11.492051 -0.07 -0.25 0.02
H 21.517606 13.936477 9.278568 -0.11 -0.05 0.16
H 21.762972 18.325566 13.603440 0.32 0.68 0.45
H 22.329536 14.364755 13.816720 0.01 0.05 -0.27
H 19.338503 14.596819 12.226533 0.07 -0.02 0.17
H 20.070606 13.885381 8.369217 -0.32 -0.38 0.04
H 21.649691 20.376440 16.730834 -0.31 -0.11 -0.15
H 22.075279 17.053602 11.667412 0.11 -0.12 0.12
H 20.530670 22.811346 12.025134 -0.04 -0.16 -0.04
H 22.585649 20.389476 15.272691 0.02 -0.34 -0.27
H 20.067411 21.593683 15.346645 -0.30 -0.09 0.02
H 20.618068 23.365374 13.730985 -0.13 -0.12 0.05
H 19.900994 19.031316 15.663079 -0.25 0.32 -0.08
H 20.426252 12.577248 9.648760 -0.27 -0.11 -0.27
H 20.765969 15.029612 14.051725 -0.17 0.14 -0.41
H 18.807833 20.769464 14.386445 0.03 -0.33 -0.18
H 22.314585 18.867620 16.140540 -0.09 -0.17 -0.29
H 20.221671 17.859639 13.954043 -0.10 0.03 -0.66
```
Positions in Å, forces in eV/Å.

Here are the Löwdin charges for atoms 1 to 5, given in e: 0.66 0.26 0.26 0.27 -0.36

Number 1: energy -62348.283 eV. Number 2: energy -117433.739 eV.